34
Properties=species:S:1:pos:R:3:forces:R:3:mulliken_spin:R:1 method="wB97M-V/def2-TZVPD" gap_ev="11.2 / 6.5" homo_energy_ev="-17.54 / -17.54" charge=+2 multiplicity=2 e_lumo_ev="-6.35 / -11.06"
C 2.076095 1.502115 0.275681 2.7 -1.9 -0.4 0.002
O 3.206645 0.610851 -0.103054 -0.8 0.8 -0.6 0.000
C 0.818783 0.738504 -0.041365 0.0 0.5 0.3 -0.007
C -0.405485 1.652320 0.084857 -1.8 0.2 -1.5 0.049
C -0.765675 2.119857 -1.372146 0.6 -0.9 0.2 -0.057
S -2.019937 1.210838 -2.366594 0.9 -0.8 0.8 0.928
C -2.143841 -0.505030 -1.637501 -1.7 1.8 -0.9 -0.016
N 0.652201 -0.390637 0.971288 -1.7 1.3 -1.3 -0.002
H 2.340505 1.546179 1.321409 -1.0 1.0 0.7 0.000
H 2.185388 2.442955 -0.261037 -0.4 0.1 0.3 0.001
H 3.777382 1.121250 -0.696500 0.1 -0.4 0.2 0.000
H 0.969649 0.413502 -1.097158 -0.4 -0.7 1.1 0.000
H -0.237301 2.586758 0.638741 0.2 -0.4 0.1 0.005
H -1.326869 1.181672 0.520343 1.1 0.3 0.0 -0.018
H -1.039066 3.151747 -1.449491 -0.5 0.6 -0.1 -0.007
H 0.174721 2.023156 -1.940106 -0.4 0.1 -0.4 0.065
H -1.228685 -1.040262 -1.426344 0.2 0.4 0.6 0.010
H -2.721576 -1.074807 -2.369603 0.1 0.1 -0.2 -0.004
H -2.922269 -0.210747 -0.882152 1.1 -0.9 0.3 0.050
H 1.246079 -1.212845 0.789392 0.2 0.3 0.5 0.000
H -0.370409 -0.649588 0.907500 1.3 -0.2 0.7 0.000
H 0.801108 0.096823 1.861481 0.1 -0.9 0.2 0.000
H -0.631366 -2.844406 2.647346 -0.3 0.1 0.6 0.000
H -1.312459 -2.758479 1.370765 -0.6 0.0 0.1 0.000
O -1.402331 -2.394878 2.267982 1.1 -0.2 -0.8 0.000
H 2.836575 -2.164818 2.485842 0.6 0.1 0.1 0.000
H 3.724000 -1.336203 1.439247 0.0 -0.1 0.4 0.000
O 3.017737 -1.984526 1.558041 -0.8 0.1 -0.7 0.000
H -3.409932 0.846567 1.790566 -0.1 0.0 0.4 0.000
H -2.590043 0.269327 2.969135 -0.2 -0.1 0.0 0.000
O -2.533794 0.535450 2.044598 0.1 0.1 -0.4 0.000
H 1.943870 -2.522375 -0.420963 0.1 -0.6 -0.6 0.000
H 0.841345 -2.846531 -1.550869 0.7 -0.3 0.0 0.000
O 1.003250 -2.557384 -0.649604 -0.6 0.6 0.5 0.000

***

36
Properties=species:S:1:pos:R:3:forces:R:3:nbo_charge:R:1 method="wB97M-V/def2-TZVPD" gap_ev=10.5 homo_energy_ev=-13.06 charge=+1 multiplicity=1 relative_energy_kcal_mol=34.3 e_lumo_ev=-2.55
O 0.374957 -0.705257 -2.226345 -0.1 0.5 0.5 -0.603
C 1.518127 -0.548396 -1.861084 -0.3 -1.3 -2.3 0.792
O 2.268471 0.493180 -2.225667 0.3 0.4 0.8 -0.688
C 2.287016 -1.695191 -1.257973 1.3 -0.7 0.3 -0.529
C 2.569042 -1.463001 0.222389 -0.1 0.8 1.1 -0.437
C 1.390857 -0.919862 0.991742 -0.1 -0.1 0.3 -0.166
C 0.131918 -1.235833 0.757071 0.3 -0.3 -0.4 -0.061
N -0.962214 -0.616082 1.518814 1.1 -0.2 -0.6 -0.719
H 1.700467 1.233896 -2.527449 -0.1 -0.4 0.2 0.521
H 1.830425 -2.656956 -1.496315 -0.8 0.3 0.4 0.245
H 3.244069 -1.872195 -1.763354 0.0 0.8 0.0 0.258
H 2.963861 -2.295072 0.813068 -0.1 -0.4 -0.5 0.252
H 3.324526 -0.688287 0.390716 0.2 -0.1 -0.6 0.227
H 1.645464 -0.216855 1.784230 -0.2 -0.1 0.0 0.213
H -0.153668 -1.931302 -0.019815 -0.3 0.1 0.1 0.242
H -1.605738 -1.354360 1.843078 -0.2 0.2 0.1 0.479
H -1.442094 0.038876 0.896928 -0.3 0.0 0.2 0.443
H -0.472468 -0.060984 2.235949 -0.9 0.3 0.4 0.469
H -3.300033 -3.505030 1.113402 -0.1 0.2 -0.4 0.507
H -2.600752 -2.459467 0.144520 -0.8 -0.5 -0.5 0.503
O -2.595089 -2.859289 1.018866 0.8 0.5 0.7 -0.996
H -3.747321 -2.388455 -2.490832 0.4 -0.4 0.2 0.486
H -4.277852 -1.230087 -1.772192 0.1 0.1 0.5 0.480
O -3.667650 -1.966976 -1.622883 -0.5 0.3 -0.7 -0.962
H 1.507576 2.254421 0.496936 -0.1 0.0 0.0 0.478
H 2.529553 3.011145 1.295702 -0.1 0.2 0.2 0.492
O 1.586594 2.799242 1.293434 0.5 -0.2 -0.5 -0.966
H -0.316920 2.326684 2.104166 0.3 0.1 -0.1 0.499
H 0.535644 2.013152 3.301352 -0.1 0.0 0.0 0.501
O -0.317301 1.793218 2.906544 0.0 -0.4 0.3 -0.976
H -3.016005 3.621764 1.684272 -0.1 -0.1 -0.7 0.484
H -1.933325 2.983316 2.411390 0.0 -0.4 -0.2 0.478
O -2.323081 2.964917 1.520108 -0.2 0.5 1.0 -0.963
H -0.384772 2.133386 -2.786416 -0.3 0.4 0.1 0.501
H -0.014942 2.996596 -1.494193 -0.3 0.3 -0.5 0.493
O 0.063881 2.150146 -1.938297 0.6 -0.5 0.4 -0.978

***

35
Properties=species:S:1:pos:R:3:forces:R:3:nbo_charge:R:1 method="wB97M-V/def2-TZVPD" gap_ev=8.9 homo_energy_ev=-3.33 charge=-2 multiplicity=1 relative_energy_kcal_mol=59.2 e_lumo_ev=5.56
C 1.071091 -0.862913 -1.807260 1.0 0.5 -0.4 -0.077
O 2.480253 -0.976549 -1.774351 1.3 -1.8 -0.9 -0.818
C 0.528154 -0.391993 -0.440736 -0.2 0.1 -0.2 -0.418
C -0.838467 0.273162 -0.672467 -0.8 0.0 -0.9 -0.395
C -1.487218 0.910210 0.561784 -1.5 -0.2 -0.5 -0.434
C -2.647682 0.070186 1.160400 0.3 2.6 0.7 -0.054
O -3.368329 0.879053 2.038425 -0.2 0.4 1.7 -0.815
H 1.095912 -0.185583 -2.693214 -2.1 0.4 0.8 0.161
H 0.594399 -1.803091 -2.117409 0.0 0.0 0.2 0.177
H 0.523483 -1.229073 0.332371 -0.2 0.8 -1.1 0.196
H 1.176280 0.376623 -0.002877 0.2 -0.1 -0.2 0.192
H -1.530311 -0.528561 -1.132676 0.8 1.5 0.3 0.186
H -0.655078 1.139896 -1.372147 -0.3 -1.2 0.1 0.195
H -2.019179 1.913298 0.460765 1.0 -1.0 -0.6 0.206
H -0.645530 1.074363 1.222454 -0.3 0.0 0.9 0.203
H -2.324898 -0.774480 1.656245 1.2 -2.2 1.1 0.142
H -3.443407 -0.264057 0.546095 -0.1 -0.3 -2.0 0.151
H 2.504396 -3.708770 -2.616446 6.0 1.3 4.5 0.430
H 1.879825 -3.002382 -3.864407 1.2 -1.6 1.9 0.507
O 1.826382 -3.826041 -3.127735 -7.2 -1.2 -5.6 -1.059
H -2.772681 1.306710 4.739786 1.2 0.6 -0.9 0.432
H -2.807842 1.094686 2.901556 -0.4 0.3 -1.0 0.509
O -2.114032 1.702907 4.103266 -1.6 -1.0 0.8 -1.193
H 1.989844 -1.071828 -5.614786 0.7 -1.1 1.3 0.513
H 1.752336 0.403408 -5.694206 0.0 0.1 0.1 0.450
O 1.838757 -0.372558 -6.247308 -0.6 1.2 -1.5 -1.001
H -1.670479 3.283470 4.853987 0.4 -1.1 -0.1 0.512
H -0.441437 2.877543 5.729238 0.8 -2.3 0.3 0.479
O -0.912926 3.586717 5.377435 -0.8 3.8 0.0 -1.023
H 3.592373 -2.034379 -4.293787 2.3 -0.6 -0.3 0.440
H 2.665387 -1.352417 -2.745270 -0.1 0.7 1.6 0.506
O 2.677679 -1.936102 -4.284984 -2.4 1.6 -0.4 -1.196
H 0.856873 1.011182 4.305179 0.7 0.1 -0.8 0.446
H -0.744356 1.275234 4.467104 0.4 -0.4 0.4 0.513
O 0.155816 0.968361 4.930516 -1.0 0.0 0.7 -1.063

***

36
Properties=species:S:1:pos:R:3:forces:R:3:nbo_charge:R:1 method="wB97M-V/def2-TZVPD" gap_ev=6.8 homo_energy_ev=-3.86 charge=-1 multiplicity=1 relative_energy_kcal_mol=74.8 e_lumo_ev=2.96
N -2.186737 -0.965564 2.116089 2.4 0.8 0.9 -0.862
C -1.743016 0.488211 2.025150 -0.7 -0.7 2.9 -0.082
C -0.368394 0.620786 2.766635 1.2 -1.7 -1.5 -0.477
S 0.998483 -0.143922 1.671441 -0.2 0.4 0.3 -0.816
C -1.735282 1.042206 0.647859 -1.1 3.1 -3.5 -0.244
N -1.984324 0.161200 -0.504298 -0.1 0.3 -2.0 -0.640
C -1.512303 0.753549 -1.906192 -3.3 4.5 6.1 -0.205
C -0.190700 1.418886 -1.724483 0.8 3.0 -3.7 -0.673
H -3.000214 -1.224579 1.610574 -0.5 0.2 -0.8 0.364
H -1.358762 -1.546298 1.839710 -1.0 1.0 0.4 0.348
H -2.402568 1.104783 2.725974 0.2 -0.9 -1.2 0.185
H -0.074525 1.576383 3.223249 -0.5 0.2 -0.9 0.187
H -0.258091 -0.072873 3.579974 -0.9 -0.3 0.6 0.216
H -0.835707 1.639244 0.443806 0.1 -0.4 0.8 0.198
H -2.516006 1.910489 0.410164 0.8 -1.6 1.1 0.162
H -1.442872 -0.667405 -0.544323 0.8 -1.0 1.2 0.344
H -2.368651 1.575615 -2.056977 1.7 -1.9 -0.6 0.170
H -1.495967 -0.020132 -2.545131 -0.4 -2.5 -2.4 0.180
H 0.258040 1.379969 -0.752878 0.9 -1.2 0.0 0.259
H -0.284872 2.563826 -1.834320 -0.2 -1.4 0.1 0.193
H 0.391974 1.195002 -2.701944 0.0 0.0 2.2 0.219
H 2.031267 2.467228 2.889425 1.1 -0.4 -2.1 0.479
H 2.736579 1.880981 1.476850 -1.3 1.5 2.1 0.510
O 2.549623 2.701452 2.061970 0.2 -0.9 0.0 -0.998
H -0.110000 -3.888544 1.009705 0.3 0.0 0.2 0.471
H -1.179430 -2.847744 0.798382 0.0 0.2 -0.1 0.469
O -0.896427 -3.711222 0.497214 -0.2 -0.4 -0.3 -0.944
H 2.913456 -1.960845 -1.181325 1.3 -1.7 0.1 0.462
H 1.899717 -1.225378 -0.254783 0.7 0.4 -1.6 0.525
O 2.380352 -1.204887 -1.155089 -2.4 1.0 1.6 -0.988
H 1.190118 -2.667293 -2.787893 0.1 -0.1 -0.6 0.473
H -0.191578 -2.257284 -2.793024 -0.1 -0.3 -0.7 0.467
O 0.437793 -2.684198 -3.408995 0.0 0.5 1.4 -0.942
H 3.023594 0.243454 -2.042945 -2.5 -3.1 1.4 0.491
H 3.761866 1.415293 -1.431055 0.5 1.7 3.7 0.461
O 3.563571 0.949622 -2.168516 2.2 1.7 -5.2 -0.965

***

36
Properties=species:S:1:pos:R:3:forces:R:3:nbo_charge:R:1 method="wB97M-V/def2-TZVPD" gap_ev=10.2 homo_energy_ev=-12.81 charge=+1 multiplicity=1 relative_energy_kcal_mol=74.7 e_lumo_ev=-2.59
N 1.594681 -1.594646 0.680386 2.7 0.3 2.0 -0.764
C 1.833391 -1.791611 -0.772507 0.8 0.4 -0.6 -0.255
C 0.593690 -1.186844 -1.459750 0.2 -0.7 -2.6 -0.252
N 0.395278 0.205309 -1.009057 -1.9 -0.2 1.4 -0.675
C -0.327125 2.572927 -1.533415 2.8 -1.0 -1.8 -0.615
C -0.332180 1.103554 -1.940550 -1.4 -1.1 -0.7 -0.131
C -1.861585 0.649947 -2.080127 3.3 -0.3 1.5 0.435
O -2.204632 -0.195324 -1.309522 -1.1 -0.9 0.5 -0.561
H 0.554576 -1.658937 0.916641 1.1 0.4 0.6 0.463
H 2.127388 -0.688226 0.985916 -2.0 -1.2 -0.7 0.500
H 2.094166 -2.265135 1.358647 -1.1 0.7 -1.6 0.440
H 2.003075 -2.847214 -1.005867 -0.4 0.2 0.0 0.225
H 2.764708 -1.228762 -0.999930 -0.8 -0.6 0.0 0.254
H -0.224942 -1.964311 -1.341258 0.3 1.4 0.2 0.204
H 0.720499 -1.124659 -2.621855 0.2 -0.3 2.1 0.226
H -0.189808 0.140199 -0.110479 1.1 0.5 -1.6 0.381
H 0.618872 2.682580 -0.975383 -0.2 0.6 -0.6 0.226
H -0.366694 3.151370 -2.483635 0.1 0.1 1.1 0.237
H -1.056471 2.812425 -0.859679 -2.2 0.7 1.5 0.214
H 0.150727 1.017623 -2.925120 -0.1 -0.1 0.2 0.213
H -2.555507 1.095832 -2.729701 -0.9 1.0 -1.4 0.145
H -3.914680 -0.214488 1.185601 1.4 -1.1 0.2 0.518
H -3.038603 -1.469968 0.779559 -0.7 0.9 0.0 0.495
O -3.055710 -0.694417 1.375721 -1.6 0.2 -0.4 -0.985
H -1.716747 2.046591 2.577090 0.0 -0.5 -0.3 0.503
H -2.008891 0.717885 1.775686 -1.4 -0.9 -0.5 0.503
O -1.341019 1.284487 2.108550 1.3 1.7 0.5 -0.985
H -0.852331 -1.475702 2.609447 1.3 -1.1 -0.7 0.515
H -1.550291 -1.830574 1.433675 0.7 -0.7 -0.3 0.483
O -0.682984 -2.072384 1.812826 -2.0 1.7 1.5 -0.929
H 1.460757 0.976505 3.085859 0.7 0.4 0.6 0.478
H 0.227018 0.687945 2.299597 0.8 -0.9 0.9 0.496
O 0.985976 0.215583 2.776108 -1.2 0.4 -1.3 -1.001
H 2.305876 0.910212 -0.818064 0.7 -0.6 1.0 0.500
H 3.738371 1.346164 -0.522874 0.9 0.5 0.0 0.489
O 3.111149 0.686065 -0.262535 -1.5 0.3 -0.7 -0.988

***

37
Properties=species:S:1:pos:R:3:forces:R:3:nbo_charge:R:1 method="wB97M-V/def2-TZVPD" gap_ev=8.9 homo_energy_ev=-8.47 charge=0 multiplicity=1 relative_energy_kcal_mol=26.0 e_lumo_ev=0.44
N 1.835947 0.608151 2.233423 -0.1 -0.4 0.0 -0.848
C 1.097504 0.148417 1.133523 -0.4 0.1 0.3 -0.014
C -0.212770 -0.090667 1.174749 0.2 0.1 -0.7 -0.294
C -1.004372 -0.668452 0.030371 0.0 0.1 0.4 -0.435
C -1.434693 -2.116246 0.279891 0.0 0.3 -0.4 -0.517
C -2.373599 -2.611850 -0.795457 0.1 0.0 0.4 0.454
O -2.714981 -1.946888 -1.735151 -0.1 0.0 -0.2 -0.523
H 2.680857 1.093316 2.001923 0.2 0.2 -0.1 0.380
H 1.270795 1.140466 2.877109 0.0 0.2 0.1 0.393
H 1.684565 -0.122119 0.268661 0.1 0.0 -0.2 0.193
H -0.781904 0.188858 2.051303 0.0 0.0 0.2 0.202
H -1.892182 -0.051481 -0.088566 -0.2 0.0 -0.1 0.229
H -0.469135 -0.603907 -0.917457 0.1 0.0 0.1 0.220
H -0.556518 -2.771849 0.269193 -0.1 -0.1 0.0 0.230
H -1.922010 -2.243107 1.254874 0.0 0.0 -0.1 0.221
H -2.746027 -3.647727 -0.668673 0.0 0.0 0.0 0.104
O 1.993423 -2.720243 -0.388336 0.3 -0.4 -0.3 -1.005
H 1.760894 -2.576390 0.555630 0.4 -0.1 0.0 0.512
H 2.762458 -3.318661 -0.410137 -0.6 0.4 0.2 0.486
O 2.083750 -0.733601 -2.269267 -0.2 -0.6 0.1 -0.991
H 2.050642 -1.224980 -3.096608 0.0 0.2 -0.1 0.479
H 1.927459 -1.438293 -1.596285 0.2 0.3 0.0 0.514
O -1.460016 2.458669 -2.520816 -0.4 0.0 -0.1 -0.992
H -1.883994 1.694033 -2.928995 0.0 0.1 0.1 0.479
H -0.505306 2.234193 -2.471020 0.1 -0.1 -0.1 0.509
O -2.291378 3.151981 0.000094 -0.1 -0.2 -0.8 -0.995
H -2.010760 2.877493 -0.915061 0.0 0.0 0.5 0.514
H -2.924298 3.853938 -0.174547 -0.1 0.1 0.2 0.474
O 1.611340 -2.434350 2.272485 0.1 -0.9 0.0 -0.960
H 2.064179 -1.645462 2.592551 -0.3 0.4 0.1 0.504
H 0.661199 -2.279543 2.329578 0.2 0.4 0.2 0.489
O 1.089337 1.803733 -2.184118 0.2 0.1 0.3 -0.976
H 1.199272 1.993413 -1.242936 0.0 0.0 -0.1 0.479
H 1.368288 0.869789 -2.270047 0.1 0.0 0.0 0.512
O -0.506821 3.450252 2.025019 0.1 -0.7 0.2 -0.994
H -0.313510 4.381746 2.031590 0.0 0.4 -0.1 0.461
H -1.137633 3.297365 1.291510 0.1 0.2 0.1 0.505

***

Summary of total energy in eV
-28086.5506 -23406.3350 -21921.0083 -29609.9493 -20816.6023 -23428.9065
(order as listed above)